#one
# C4H13NO2

A cluster of 2 separate species, C4H13NO2 in total (ωB97M-V/def2-TZVPD, the OMol25 dataset).

Expectation value of S²: 0.75
Total charge: +1
LUMO energy (spin up / spin down) (Ha): -0.11703 / -0.31843
2S+1: 2
Highest occupied orbital energy (spin up / spin down) (Eh): -0.5053 / -0.5053
HOMO-LUMO gap (spin up / spin down) (eV): 10.5662 / 5.0859

XYZ file:
```
20
C4H13NO2 | the OMol25 dataset | ωB97M-V/def2-TZVPD
C -0.07 2.89 -2.86
C 0.71 1.65 -2.30
N 0.17 1.33 -0.96
C 0.71 0.03 -0.44
C 0.36 -0.02 1.04
O 1.00 -1.14 1.64
H -0.94 2.22 -3.12
H -0.33 3.59 -2.05
H 0.18 3.43 -3.75
H 0.67 0.80 -2.96
H 1.78 1.97 -2.29
H -0.83 1.46 -1.16
H 0.29 -0.87 -0.89
H 1.76 0.23 -0.57
H -0.74 -0.12 1.03
H 0.83 0.86 1.57
H 0.78 -1.12 2.58
H -2.85 -3.38 2.84
H -2.02 -3.70 4.03
O -2.25 -4.06 3.16
```

---

#two
# C4H13NO2

A cluster of 3 separate species, C4H13NO2 in total (ωB97M-V/def2-TZVPD, the OMol25 dataset).

Expectation value of S²: 0.76
Total charge: +1
LUMO energy (spin up / spin down) (Ha): -0.19434 / -0.32211
2S+1: 2
Highest occupied orbital energy (spin up / spin down) (Eh): -0.5534 / -0.5534
HOMO-LUMO gap (spin up / spin down) (eV): 9.7718 / 6.2937

XYZ file:
```
20
C4H13NO2 | the OMol25 dataset | ωB97M-V/def2-TZVPD
C 1.11 -2.64 0.36
C 1.16 -1.12 0.24
C 0.67 -0.60 -1.11
C 0.49 1.80 -1.67
N 0.23 0.77 -1.03
H 1.68 -2.92 1.25
H 0.08 -2.95 0.50
H 1.53 -3.10 -0.54
H 2.19 -0.84 0.41
H 0.61 -0.68 1.08
H -0.23 -1.15 -1.38
H 1.28 -0.79 -1.98
H 0.92 1.71 -2.67
H 0.03 2.77 -1.46
H -1.38 -0.94 1.06
H -2.81 -1.09 1.51
O -2.02 -1.62 1.30
H -1.47 2.96 0.42
H -1.08 2.78 1.79
O -0.91 3.41 1.07
```

---

Which structure is most stable? #two, by 0.188 eV over the runner-up.

---

#one
# C2H9N2O

A cluster of 2 separate species, C2H9N2O in total (ωB97M-V/def2-TZVPD, the OMol25 dataset).

Total charge: -1
LUMO energy (Ha): 0.17245
2S+1: 1
Highest occupied orbital energy (Eh): -0.1091
HOMO-LUMO gap (eV): 7.6604

XYZ file:
```
14
C2H9N2O | the OMol25 dataset | ωB97M-V/def2-TZVPD
C 0.53 2.16 0.57
O -0.54 1.38 0.22
H 0.52 2.49 1.63
H 0.60 3.12 0.00
H 1.51 1.65 0.38
N 0.12 -1.09 0.86
C -0.59 -1.78 -0.20
N -0.73 -1.03 -1.47
H -0.21 -0.06 0.83
H 1.07 -0.94 0.51
H -1.57 -2.03 0.21
H -0.08 -2.71 -0.41
H 0.16 -1.11 -1.94
H -0.77 -0.05 -1.18
```

---

#two
# C2H9N2O

A cluster of 2 separate species, C2H9N2O in total (ωB97M-V/def2-TZVPD, the OMol25 dataset).

Total charge: -1
LUMO energy (Ha): 0.16930
2S+1: 1
Highest occupied orbital energy (Eh): -0.0980
HOMO-LUMO gap (eV): 7.2749

XYZ file:
```
14
C2H9N2O | the OMol25 dataset | ωB97M-V/def2-TZVPD
C 0.25 2.30 -1.05
O -0.43 1.31 -0.43
H -0.11 2.59 -2.06
H 1.35 2.09 -1.21
H 0.28 3.27 -0.48
N 1.14 -0.91 0.36
C 0.04 -1.61 0.93
N -1.22 -1.33 0.27
H 1.92 -0.60 0.92
H 0.89 -0.12 -0.25
H -0.08 -1.36 2.00
H 0.12 -2.71 0.95
H -1.10 -1.51 -0.72
H -1.42 -0.34 0.36
```

---

Which structure is most stable? #one, by 0.286 eV over the runner-up.

---

#one
# C4H8NO3

A cluster of 2 separate species, C4H8NO3 in total (ωB97M-V/def2-TZVPD, the OMol25 dataset).

Total charge: -1
LUMO energy (Ha): 0.14789
2S+1: 1
Highest occupied orbital energy (Eh): -0.1629
HOMO-LUMO gap (eV): 8.4573

XYZ file:
```
16
C4H8NO3 | the OMol25 dataset | ωB97M-V/def2-TZVPD
C -1.73 2.25 0.47
C -1.38 1.13 -0.48
O -0.49 0.29 -0.09
O -1.88 1.09 -1.61
H -0.80 2.75 0.77
H -2.12 1.94 1.42
H -2.41 3.04 0.13
C 0.82 -1.94 0.81
C 1.82 -1.30 -0.12
O 2.99 -1.29 0.18
N 1.35 -0.98 -1.43
H 1.84 -0.12 -1.70
H 0.37 -0.68 -1.52
H -0.15 -2.31 0.44
H 0.59 -1.06 1.40
H 1.20 -2.80 1.35
```

---

#two
# C4H8NO3

A cluster of 2 separate species, C4H8NO3 in total (ωB97M-V/def2-TZVPD, the OMol25 dataset).

Total charge: -1
LUMO energy (Ha): 0.12305
2S+1: 1
Highest occupied orbital energy (Eh): -0.1519
HOMO-LUMO gap (eV): 7.4831

XYZ file:
```
16
C4H8NO3 | the OMol25 dataset | ωB97M-V/def2-TZVPD
C 1.52 0.17 -0.30
C 2.30 -1.08 0.01
O 3.45 -1.06 0.40
N 1.59 -2.23 -0.18
H 2.08 1.00 0.09
H 0.50 0.28 0.05
H 2.06 -3.12 -0.12
H 0.74 -2.19 -0.71
H 1.53 0.34 -1.38
C -2.00 1.22 0.91
C -2.66 1.03 -0.51
O -3.37 1.96 -0.93
O -2.37 -0.07 -1.04
H -1.50 2.19 1.03
H -1.16 0.53 0.97
H -2.72 1.02 1.70
```

---

Which structure is most stable? #two, by 0.142 eV over the runner-up.

---

#one
# C4H8NO3

A cluster of 2 separate species, C4H8NO3 in total (ωB97M-V/def2-TZVPD, the OMol25 dataset).

Total charge: -1
LUMO energy (Ha): 0.14722
2S+1: 1
Highest occupied orbital energy (Eh): -0.1685
HOMO-LUMO gap (eV): 8.5912

XYZ file:
```
16
C4H8NO3 | the OMol25 dataset | ωB97M-V/def2-TZVPD
C 0.62 -0.18 -3.18
C -0.10 0.11 -1.85
O -1.23 0.63 -1.94
O 0.51 -0.18 -0.79
H -0.13 -0.60 -3.85
H 1.41 -0.92 -3.06
H 0.95 0.75 -3.62
C -0.85 0.89 1.75
C -0.38 -0.25 2.61
O -0.88 -0.68 3.64
N 0.80 -0.76 2.12
H 1.11 -1.65 2.47
H 0.98 -0.62 1.13
H -1.87 1.23 1.96
H -0.81 0.52 0.72
H -0.14 1.71 1.87
```

---

#two
# C4H8NO3

The ion C4H8NO3 with charge -1 (ωB97M-V/def2-TZVPD, the OMol25 dataset).

SMILES string: O=C[C@H](CO)NC[O-]
Total charge: -1
LUMO energy (Ha): 0.15740
2S+1: 1
Highest occupied orbital energy (Eh): -0.1552
HOMO-LUMO gap (eV): 8.5069

XYZ file:
```
16
C4H8NO3 | the OMol25 dataset | ωB97M-V/def2-TZVPD
O 1.13 -0.70 -1.59
C 0.28 0.14 -1.14
C 0.37 0.73 0.26
C 0.72 -0.39 1.22
O 1.95 -1.01 0.85
N -0.94 1.38 0.67
C -1.94 0.29 0.34
O -1.51 -0.41 -0.74
H -0.18 0.82 -1.90
H 1.10 1.52 0.26
H -0.09 -1.14 1.18
H 0.81 0.03 2.22
H 1.79 -1.07 -0.13
H -1.13 2.13 -0.05
H -1.97 -0.36 1.31
H -2.92 0.84 0.23
```

---

Which structure is most stable? #one, by 3.098 eV over the runner-up.